Record 1
DFT (ωB97M-V/def2-TZVPD) results for a single CH2FPS2 molecule.

Computed properties:
- ΔE to the lowest compared entry with this formula, charge and spin (eV) = 0.259
- E_HOMO (spin up / spin down) (eV) = -6.481 / -9.125
- <S²> = 2.01
- LUMO level (spin up / spin down) (eV) = 0.719 / -3.086
- 2S+1 = 3

Cartesian coordinates (Å):
C 0.70533 0.71389 0.91489
F 1.18983 -0.47037 0.89206
P -0.27439 -0.70872 -1.27014
S 1.29029 1.84382 1.96902
S -0.67506 0.87331 -0.07262
H -1.40713 -0.61985 -2.16255
H -0.82886 -1.63209 -0.27066

***

Record 2
DFT (ωB97M-V/def2-TZVPD) results for 10 unconnected molecules or ions with the total composition C33H44Cl6F21NO15.

Computed properties:
- ΔE to the lowest compared entry with this formula, charge and spin (eV) = 1.156
- E_HOMO (eV) = -9.372
- LUMO level (eV) = 0.062
- SMILES = CCOC(=O)C(F)(F)F.CCOC(=O)C(F)(F)F.CCOC(=O)C(F)(F)F.CCOC(=O)C(F)(F)F.CCOC(=O)C(F)(F)F.CCOC(=O)C(F)(F)F.CCOC(=O)C(F)(F)F.ClC(Cl)Cl.ClC(Cl)Cl.CN(C)C=O

Cartesian coordinates (Å):
C -3.33872 -7.48298 12.69907
C -1.88263 -7.42112 13.24042
O -1.92478 -6.47962 14.32453
C -1.84780 -5.07016 14.19238
O -2.00830 -4.50145 13.08539
C -1.69390 -4.24870 15.48467
F -1.69513 -5.11100 16.51117
F -0.55733 -3.51710 15.40729
F -2.66396 -3.36210 15.57016
H -3.97695 -8.17600 13.24724
H -3.26820 -7.84165 11.67219
H -3.75637 -6.48151 12.59550
H -1.20133 -7.00399 12.49884
H -1.45376 -8.35393 13.60652
C -5.45516 -5.47929 21.02564
C -6.45260 -4.39181 20.66957
O -5.87638 -3.49879 19.74575
C -5.10113 -2.41977 20.16727
O -4.93861 -2.02128 21.33904
C -4.41740 -1.66969 19.00314
F -4.89912 -0.42708 18.89096
F -3.12315 -1.50342 19.30516
F -4.48389 -2.21060 17.83757
H -5.08688 -5.97403 20.12692
H -6.06637 -6.27269 21.45580
H -4.70423 -5.20898 21.76802
H -6.89152 -3.92403 21.55084
H -7.32710 -4.83523 20.19343
C -0.91141 1.93658 16.41458
C -1.16259 2.14859 17.92639
O -2.53654 2.16790 18.30097
C -2.77506 2.31107 19.60523
O -1.94087 2.31606 20.51713
C -4.26100 2.44685 19.89434
F -4.45635 3.44263 20.69439
F -5.10880 2.57737 18.84258
F -4.56923 1.35997 20.67178
H -1.46232 1.13276 15.92625
H 0.13294 1.77999 16.14455
H -1.26172 2.85864 15.95070
H -0.59826 3.01011 18.28334
H -0.66305 1.29677 18.38787
C 4.33363 3.56176 23.53251
C 4.60976 4.06895 24.92559
O 6.00963 4.11247 25.22793
C 6.76145 3.00426 25.49197
O 6.21100 1.91693 25.78489
C 8.25473 3.39312 25.69517
F 8.38044 4.20084 26.76998
F 9.09985 2.35450 25.79379
F 8.68257 4.18279 24.68335
H 4.12468 2.49593 23.44060
H 5.26638 3.57256 22.96863
H 3.57454 4.10619 22.97084
H 4.02669 3.45722 25.61400
H 4.29148 5.10332 25.05553
C 3.36869 1.10691 20.31634
C 3.83554 -0.22755 19.67848
O 2.77245 -1.20548 19.61009
C 1.63236 -1.01957 18.84904
O 1.38427 -0.00941 18.13057
C 0.70130 -2.29913 18.85512
F 1.18433 -3.33623 19.53842
F -0.50038 -2.05091 19.29442
F 0.51863 -2.64779 17.58483
H 3.04155 1.05962 21.35501
H 2.44003 1.52630 19.92929
H 4.20281 1.80831 20.33597
H 4.62820 -0.60386 20.32515
H 4.30671 -0.00196 18.72182
C -1.82507 -5.13961 19.91297
C -1.57117 -6.47764 19.25052
O -2.76378 -7.28599 19.33927
C -2.77482 -8.59090 19.04908
O -1.78839 -9.19107 18.60675
C -4.14945 -9.23009 19.10833
F -5.00325 -8.56377 19.85674
F -4.65696 -9.37106 17.93472
F -4.01704 -10.41800 19.64946
H -0.89054 -4.73416 20.30073
H -2.41859 -5.33100 20.80695
H -2.39277 -4.51534 19.22297
H -0.80173 -7.04270 19.77659
H -1.08683 -6.34625 18.28291
C -3.57863 -3.89035 24.63934
C -2.22127 -3.61175 23.98976
O -2.12836 -2.28559 23.45758
C -0.93519 -1.77635 22.98928
O 0.07931 -2.41845 22.83369
C -0.98600 -0.24268 22.64336
F -0.74899 -0.08609 21.32727
F -2.18344 0.34751 22.93533
F 0.05091 0.35264 23.30502
H -4.00651 -2.96284 25.01980
H -3.44995 -4.61039 25.44747
H -4.31419 -4.27754 23.93425
H -2.17141 -4.38075 23.21888
H -1.37068 -3.79919 24.64509
Cl 7.68376 3.35937 19.33570
C 8.04888 2.05024 20.37744
Cl 7.17208 0.58177 19.82458
Cl 7.69914 2.40770 22.12078
H 9.11804 1.84706 20.31658
Cl 3.98522 -0.97364 23.26984
C 2.95686 -0.97617 24.75859
Cl 2.50053 0.70760 24.96763
Cl 3.74093 -1.59774 26.21921
H 2.10876 -1.62107 24.52853
C 4.60724 3.59244 16.90938
N 3.71200 4.15932 17.91423
C 4.26771 4.87619 19.16286
C 2.36978 4.08845 17.68494
O 1.52340 4.68546 18.35302
H 5.32833 4.35796 16.62283
H 4.04065 3.11271 16.11130
H 5.23771 2.82765 17.36293
H 4.82695 5.73535 18.79248
H 3.49019 5.34895 19.76291
H 5.01124 4.26825 19.67829
H 2.08328 3.51107 16.79233

***

Record 3
DFT (ωB97M-V/def2-TZVPD) results for 9 unconnected molecules or ions with the total composition C4H25NO10S.

Computed properties:
- ΔE to the lowest compared entry with this formula, charge and spin (eV) = 2.282
- E_HOMO (eV) = -9.297
- LUMO level (eV) = 0.175
- SMILES = O=C[C@H](CS)NCO.O.O.O.O.O.O.O.O

Cartesian coordinates (Å):
O 2.68442 -0.74956 -2.06830
C 2.53911 0.46793 -2.05134
C 1.14360 1.10119 -2.15117
C 1.09101 2.28883 -1.17295
S 2.64033 3.20538 -1.23681
N 0.00399 0.27293 -1.76191
C -0.31559 -0.80648 -2.70086
O 0.18381 -1.99074 -2.24185
H 3.38301 1.06488 -2.31546
H 1.04819 1.39631 -3.27293
H 0.18252 2.85030 -1.38079
H 0.85111 1.89357 -0.21675
H 2.50542 3.34920 0.13570
H 0.29038 -0.10081 -0.88409
H -1.31142 -0.93112 -2.77119
H 0.09920 -0.65672 -3.71479
H 1.12987 -2.22748 -2.23756
O -0.07332 -1.83843 1.10782
H -0.15305 -2.06317 0.18364
H -1.06967 -1.89125 1.39958
O -2.95611 0.20459 -0.66479
H -2.78811 -0.75121 -0.51095
H -2.17246 0.57066 -1.00339
O -0.24823 2.18900 1.92827
H -0.65435 2.64829 2.71587
H 0.42538 1.58597 2.28682
O 3.10409 -0.98593 0.64652
H 3.66480 -1.65832 1.06800
H 2.51013 -1.55787 0.28154
O 1.78450 -0.95506 3.08131
H 1.32576 -1.32508 2.40479
H 2.70953 -1.00312 2.73505
O -2.66558 1.66491 1.36222
H -2.98421 1.34982 0.55745
H -1.74992 1.81357 1.30794
O -2.93862 -2.92707 0.94390
H -3.57603 -2.28511 0.54915
H -2.74415 -2.46907 1.83348
O -2.43913 -0.61007 2.69514
H -1.75397 -0.18179 3.09138
H -2.70623 0.04815 2.04230

***

Record 4
DFT (ωB97M-V/def2-TZVPD) results for 4 unconnected molecules or ions with the total composition C20H35BrCl2IN3O3S4.

Computed properties:
- E_HOMO (eV) = -8.000
- LUMO level (eV) = -1.447

Cartesian coordinates (Å):
C 3.35339 -2.47553 -0.27725
C 2.37375 -1.17128 -0.57393
N 1.29369 -0.96735 0.46750
C 0.03906 -0.38044 -0.14483
C -1.25408 -1.29148 -0.68450
C -1.17928 -2.90890 -0.52481
C -2.01210 -3.52408 0.77583
C -2.97300 -4.81831 0.32700
Br -2.99133 -2.13887 1.84511
C -2.54438 -0.56627 -1.35802
C -3.92189 -1.22419 -1.90803
Cl -3.85434 -2.89877 -2.65689
C -5.13232 -1.02419 -0.76800
C -5.93929 -2.40797 -0.42673
Cl -6.43917 0.14999 -1.47176
C -2.45566 1.10358 -1.45782
N -3.57721 1.99910 -2.02157
S -3.07234 3.67892 -1.88620
N -1.45883 3.60886 -1.16348
C -1.25171 2.10541 -0.96408
C 0.00098 1.27314 -0.29961
I 1.73795 2.44347 0.44273
H 3.52225 -3.06121 -1.28096
H 2.89806 -3.17343 0.54912
H 4.41729 -2.12410 0.12292
H 3.08747 -0.21699 -0.49752
H 1.95949 -1.17680 -1.67527
H 1.10926 -1.82192 1.03713
H -1.36256 -3.52704 -1.52219
H -0.03444 -3.14358 -0.26554
H -1.22822 -4.00959 1.53551
H -4.01934 -4.80568 0.90044
H -2.44543 -5.82219 0.69929
H -3.07914 -4.92796 -0.83277
H -4.27910 -0.50364 -2.79511
H -4.70788 -0.45211 0.17172
H -5.25936 -3.26334 -0.01145
H -6.61987 -2.78866 -1.31608
H -6.70093 -2.14230 0.45339
C 4.43518 7.71745 0.81746
S 3.38668 7.16156 2.18313
O 4.02431 5.93797 2.77195
C 2.00881 6.61171 1.14730
H 5.38180 8.07370 1.23011
H 4.62792 6.88807 0.13276
H 3.94128 8.53505 0.28747
H 2.35186 5.85099 0.44214
H 1.59518 7.46604 0.60659
H 1.23769 6.18530 1.79330
C -4.60895 -9.35256 0.97899
S -5.17508 -8.10471 -0.20243
O -4.95969 -6.75921 0.42501
C -6.93547 -8.49685 -0.05724
H -3.52452 -9.26785 1.07955
H -5.07699 -9.18546 1.95206
H -4.86088 -10.34829 0.60702
H -7.25933 -8.38290 0.97995
H -7.11030 -9.52086 -0.39514
H -7.49808 -7.80654 -0.69026
C 8.44165 6.29132 -0.12481
S 7.91810 7.70383 0.87724
O 6.98585 8.52932 0.04062
C 9.52544 8.53466 0.88094
H 7.57710 5.64450 -0.29049
H 8.82457 6.63769 -1.08774
H 9.21455 5.73245 0.40773
H 9.84126 8.74193 -0.14421
H 10.26234 7.90152 1.38040
H 9.42828 9.47585 1.42728